# 1
The following is a quantum chemistry calculation of a cluster of 11 separate species, C22H66O13 in total, from the Open Molecules 2025 dataset.

```
101
Properties=species:S:1:pos:R:3:mulliken_charge:R:1
O 9.726 8.642 10.941 -0.587
C 9.013 8.357 12.054 -0.645
C 9.262 9.412 13.181 0.917
O 8.351 9.277 14.233 -0.688
H 10.633 8.329 10.911 0.288
H 7.971 8.272 11.747 0.311
H 9.235 7.327 12.332 0.322
H 9.144 10.427 12.803 -0.218
H 10.312 9.338 13.467 -0.168
H 8.699 9.837 14.931 0.656
O 12.209 5.770 12.322 -0.501
C 13.407 6.460 11.949 -0.686
C 13.322 7.954 11.995 -0.086
O 12.564 8.544 10.905 -0.470
H 12.107 5.938 13.261 0.310
H 14.217 6.063 12.561 0.370
H 13.624 6.196 10.914 0.302
H 14.355 8.286 12.100 0.320
H 12.862 8.159 12.962 0.202
H 13.063 8.565 10.085 0.232
C 13.453 11.272 8.501 -0.488
C 14.621 12.118 8.022 -0.168
O 14.318 12.600 6.767 -0.543
H 13.216 10.477 7.793 0.439
H 12.595 11.939 8.582 0.099
H 13.705 10.896 9.492 -0.063
H 15.519 11.501 7.985 0.372
H 14.732 12.992 8.664 0.058
H 15.103 13.039 6.432 0.308
C 13.986 11.229 15.988 -0.709
C 15.397 10.798 15.540 -0.127
O 15.906 10.202 16.676 -0.527
H 14.038 11.945 16.808 0.299
H 13.423 10.385 16.386 0.408
H 13.396 11.757 15.239 0.166
H 15.944 11.702 15.269 0.308
H 15.328 10.126 14.685 0.016
H 16.840 10.426 16.696 0.344
C 13.085 16.060 10.101 -0.796
C 12.008 16.619 11.026 -0.464
O 11.304 15.564 11.598 -0.149
H 12.727 15.351 9.354 0.254
H 13.862 15.629 10.733 0.022
H 13.462 16.964 9.624 0.441
H 11.426 17.310 10.415 0.392
H 12.630 17.129 11.761 0.280
H 10.461 15.397 11.171 -0.046
C 16.360 13.304 11.566 -1.391
C 15.343 12.461 12.270 0.984
O 14.830 13.112 13.427 -0.650
H 16.908 12.746 10.806 0.373
H 17.119 13.700 12.240 0.357
H 15.923 14.131 11.006 0.201
H 15.821 11.505 12.487 0.153
H 14.546 12.170 11.586 -0.450
H 13.876 13.009 13.467 0.269
C 9.734 10.215 18.349 -1.188
C 8.706 10.667 17.280 -0.186
O 9.412 10.910 16.054 -0.315
H 10.465 10.967 18.648 0.207
H 10.213 9.300 18.001 0.353
H 9.320 9.866 19.295 0.404
H 8.235 11.554 17.703 0.231
H 7.982 9.862 17.145 0.471
H 9.890 11.730 16.196 0.025
C 6.179 13.952 15.391 -1.325
C 7.698 13.942 15.337 0.721
O 8.089 14.711 14.168 -0.472
H 5.801 14.849 15.881 0.342
H 5.808 13.083 15.934 0.329
H 5.706 14.061 14.415 0.332
H 7.997 12.918 15.110 -0.256
H 8.126 14.277 16.282 0.146
H 8.305 14.051 13.505 0.102
C 10.607 13.957 18.337 -1.077
C 10.984 14.356 16.859 -0.357
O 11.117 13.090 16.215 -0.116
H 11.549 13.912 18.885 0.383
H 10.046 13.024 18.390 0.031
H 10.038 14.698 18.898 0.358
H 11.930 14.898 16.866 0.357
H 10.188 14.955 16.417 0.256
H 11.471 13.272 15.341 0.152
C 11.849 11.628 12.148 -0.623
C 11.200 12.378 13.289 1.475
O 11.998 13.400 13.711 -0.670
H 12.083 12.275 11.302 0.209
H 11.215 10.793 11.850 0.207
H 12.797 11.243 12.523 0.001
H 11.023 11.640 14.071 -0.339
H 10.240 12.794 12.985 -0.454
H 11.991 14.076 13.030 0.222
C 7.968 15.561 9.564 -0.924
C 8.641 14.214 9.886 -0.642
O 8.690 13.981 11.265 -0.441
H 8.607 16.360 9.940 0.222
H 7.034 15.685 10.112 0.292
H 7.873 15.639 8.481 0.380
H 9.666 14.084 9.538 0.279
H 8.016 13.442 9.437 0.476
H 7.875 13.520 11.475 0.270
```

Its spin multiplicity is 1. The HOMO energy is -9.380 eV. The value obtained for the orbital gap is 9.83 eV. As for the net charge: 0. The SMILES is OCCO.OCCO.CCO.CCO.CCO.CCO.CCO.CCO.CCO.CCO.CCO.



# 2
The following is a quantum chemistry calculation of a structure of composition C18H21BF6N5O5S2Ti, from the Open Molecules 2025 dataset.

```
59
Properties=species:S:1:pos:R:3:mulliken_spin:R:1
Ti 0.117 -0.234 -0.044 1.087
B 0.027 -2.128 2.172 0.007
N -0.631 -2.951 1.038 0.005
C -1.406 -4.042 1.043 0.008
C -1.975 -4.175 -0.211 0.000
C -1.495 -3.074 -0.930 0.020
N -0.687 -2.351 -0.164 -0.002
N -0.996 -1.042 2.582 0.021
C -1.841 -0.917 3.614 0.012
C -2.685 0.149 3.355 0.000
C -2.270 0.629 2.109 0.024
N -1.262 -0.104 1.655 -0.028
H 0.983 -1.549 1.655 0.002
H 0.348 -2.813 3.107 0.000
H -1.492 -4.649 1.929 0.001
H -2.629 -4.956 -0.558 0.000
H -1.665 -2.785 -1.954 -0.001
H -1.776 -1.585 4.457 0.001
H -3.464 0.541 3.984 0.001
H -2.620 1.479 1.545 0.004
C -0.128 2.127 -3.061 0.028
C -1.197 1.382 -2.339 0.622
C -2.573 1.249 -2.891 -0.012
O -0.878 0.684 -1.274 0.139
H -0.332 2.156 -4.134 0.014
H 0.837 1.640 -2.903 -0.002
H -0.033 3.166 -2.716 0.031
H -2.992 2.219 -3.180 0.023
H -3.224 0.794 -2.144 0.001
H -2.583 0.612 -3.787 0.028
F 1.696 -3.882 -1.256 0.000
C 1.721 -3.509 -2.529 0.002
F 2.827 -3.973 -3.098 0.000
F 0.676 -4.065 -3.154 0.000
S 1.596 -1.643 -2.726 -0.005
O 0.210 -1.408 -2.998 -0.001
O 2.575 -1.303 -3.712 0.001
N 1.921 -1.032 -1.271 -0.035
S 3.446 -1.049 -0.758 -0.001
O 4.179 -2.165 -1.275 0.000
O 3.460 -0.768 0.641 0.000
C 4.232 0.452 -1.558 0.001
F 4.999 0.090 -2.581 0.000
F 3.314 1.313 -1.999 -0.001
F 4.997 1.073 -0.659 0.000
C 1.311 1.476 0.763 0.044
C 0.444 2.427 1.473 -0.029
C 0.352 2.439 2.874 0.001
C -0.516 3.286 3.542 0.002
C -1.330 4.169 2.840 -0.005
C -1.248 4.183 1.453 0.004
C -0.381 3.331 0.785 0.020
H 2.129 1.115 1.385 0.005
H 1.725 1.924 -0.147 -0.008
H 0.970 1.749 3.438 0.001
H -0.563 3.255 4.626 0.000
H -2.007 4.834 3.362 0.000
H -1.869 4.865 0.883 -0.001
H -0.343 3.346 -0.299 -0.027
```

Its spin multiplicity is 3. The HOMO energy (alpha / beta) is -3.410 / -4.515 eV. The value obtained for the orbital gap (alpha / beta) is 6.05 / 7.13 eV. As for the net charge: -1. Its expectation value of S² is 2.014.



What did we get for energy above the lowest of the compared OMol25 structures with the same formula, charge and spin? Answer: 1.351 0.000 eV, in the order shown.
What did we get for energy? Answer: -1855.7526 -3618.5447 hartree, in the order shown.